The following is a quantum chemistry calculation of an isolated molecule of C4H7NO2, from the Open Molecules 2025 dataset.

The molar mass is 101.1 g/mol. The calculation puts the total energy at -361.8192 Eh. As for the HOMO-LUMO gap: 9.35 eV. As for the structure (SMILES): CO/C(N)=C/C=O. As for the spin multiplicity: 1. Its total charge is 0. The calculation puts the energy above the lowest of the compared OMol25 structures with the same formula, charge and spin at 1.6777 eV.

Each line ends with the Mulliken charge.
Cartesian coordinates (Å):
C1 0.58 2.07 -0.24  -0.638
C2 0.64 -0.79 0.16  -0.405
C3 0.46 -1.94 1.01  -0.213
O1 1.35 -2.60 1.52  -0.544
C4 -0.40 -0.10 -0.37  0.614
O2 -0.33 1.15 -0.85  -0.394
N1 -1.68 -0.60 -0.49  -0.478
H1 0.01 2.73 0.41  0.241
H2 1.35 1.56 0.34  0.349
H3 1.05 2.66 -1.04  0.210
H4 1.65 -0.42 0.03  0.417
H5 -0.60 -2.18 1.25  0.327
H6 -1.76 -1.56 -0.76  0.240
H7 -2.33 0.02 -0.95  0.275